Entry 1:
Molecular formula: C19H44IN2O
Method: DFT, ωB97M-V/def2-TZVPD

ORCA input file:
```
! wB97M-V def2-TZVPD RIJCOSX def2/J DEFGRID3
* xyz 1 1
I -13.381 -6.597 -9.032
C -9.381 -1.383 -12.996
C -9.236 0.058 -12.395
N -10.282 1.151 -12.875
C -11.694 0.445 -12.702
C -10.221 2.458 -11.954
C -8.844 3.215 -11.991
C -10.075 1.532 -14.459
C -10.928 2.603 -14.980
O -10.357 3.799 -14.640
C -10.921 4.851 -15.405
H -9.250 -1.241 -14.069
H -10.345 -1.737 -12.630
H -8.731 -2.164 -12.602
H -8.231 0.460 -12.520
H -9.528 -0.128 -11.361
H -11.789 -0.197 -13.578
H -12.508 1.166 -12.773
H -11.743 -0.209 -11.831
H -10.531 2.165 -10.951
H -10.966 3.179 -12.291
H -7.947 2.659 -11.715
H -9.050 4.080 -11.360
H -8.787 3.702 -12.964
H -10.317 0.575 -14.920
H -8.999 1.643 -14.598
H -11.983 2.643 -14.709
H -11.219 2.486 -16.024
H -10.224 5.648 -15.148
H -11.899 5.220 -15.096
H -11.058 4.568 -16.449
C -19.503 2.712 -2.968
C -19.641 1.262 -2.633
C -18.400 0.510 -3.241
C -18.875 -0.908 -3.501
N -17.883 -1.861 -4.171
C -16.718 -2.168 -3.213
C -15.482 -1.504 -3.823
C -15.954 -0.629 -4.998
C -17.224 -1.312 -5.446
C -18.604 -3.139 -4.538
C -19.179 -3.989 -3.422
C -19.694 -5.394 -3.859
H -18.577 3.114 -2.558
H -20.190 3.351 -2.413
H -19.674 2.948 -4.018
H -20.590 0.769 -2.845
H -19.669 1.193 -1.545
H -17.560 0.628 -2.555
H -18.085 0.798 -4.243
H -19.617 -0.811 -4.293
H -19.420 -1.361 -2.672
H -16.631 -3.249 -3.105
H -16.891 -1.784 -2.207
H -14.681 -2.189 -4.101
H -15.020 -0.835 -3.097
H -15.280 -0.647 -5.855
H -16.202 0.398 -4.731
H -16.995 -2.023 -6.240
H -18.056 -0.675 -5.749
H -18.058 -3.845 -5.163
H -19.386 -2.763 -5.198
H -20.062 -3.495 -3.018
H -18.501 -4.104 -2.576
H -19.985 -6.032 -3.025
H -18.879 -5.859 -4.413
H -20.544 -5.157 -4.500
*
```

## Properties
Maximum force (eV/Å): 3.634
Kohn-Sham gap (Ha): 0.1634
LUMO level (eV): -2.05
E_HOMO (eV): -6.50

---

Entry 2:
Molecular formula: C19H44N3Si4TeTi
Method: DFT, ωB97M-V/def2-TZVPD

ORCA input file:
```
! wB97M-V def2-TZVPD RIJCOSX def2/J DEFGRID3
* xyz 1 1
Ti -1.086 0.826 0.662
N -2.795 -0.694 -0.011
C -2.625 -1.606 -1.175
C -1.640 -2.731 -0.873
C -0.160 -2.362 -1.022
C 0.266 -1.102 -0.287
N -0.139 -1.078 1.132
H -3.215 -1.227 0.748
H -3.490 0.006 -0.268
H -2.285 -0.999 -2.016
H -3.590 -2.034 -1.453
H -1.842 -3.558 -1.554
H -1.851 -3.134 0.125
H 0.067 -2.213 -2.080
H 0.459 -3.196 -0.685
H -0.182 -0.229 -0.838
H 1.337 -0.925 -0.363
H 0.654 -1.002 1.756
H -0.669 -1.907 1.375
N 0.332 1.590 1.125
C 1.625 2.078 1.257
C 2.236 2.170 2.508
C 3.528 2.664 2.610
C 4.219 3.056 1.471
C 3.616 2.952 0.224
C 2.323 2.469 0.112
H 1.690 1.860 3.391
H 3.996 2.742 3.582
H 5.226 3.440 1.555
H 4.153 3.256 -0.665
H 1.832 2.397 -0.852
C -1.049 3.613 3.349
Si -2.428 2.813 2.390
C -4.057 3.322 3.161
C -2.497 0.914 2.743
Si -2.622 3.506 0.102
Te -1.598 2.070 -1.687
Si -1.627 5.635 0.038
C 0.217 5.479 0.274
C -2.432 6.704 1.352
C -1.976 6.333 -1.657
Si -4.902 3.476 -0.490
C -5.906 4.754 0.438
C -5.576 1.741 -0.214
C -5.027 3.857 -2.315
H -1.027 3.238 4.375
H -1.229 4.689 3.398
H -0.074 3.450 2.897
H -4.024 3.092 4.230
H -4.910 2.803 2.723
H -4.224 4.395 3.057
H -2.478 0.893 3.836
H -1.750 0.134 2.517
H -3.477 0.548 2.427
H 0.491 5.052 1.240
H 0.690 6.461 0.194
H 0.636 4.838 -0.505
H -2.262 6.314 2.357
H -3.509 6.787 1.205
H -2.014 7.714 1.321
H -1.609 5.661 -2.436
H -1.474 7.295 -1.779
H -3.045 6.494 -1.817
H -5.937 4.600 1.518
H -6.933 4.736 0.065
H -5.509 5.754 0.250
H -5.405 1.362 0.795
H -5.118 1.064 -0.940
H -6.653 1.719 -0.395
H -4.628 4.846 -2.551
H -6.078 3.840 -2.617
H -4.487 3.126 -2.917
*
```

## Properties
Maximum force (eV/Å): 0.280
Kohn-Sham gap (Ha): 0.2606
Energy relative to the best compared isomer or geometry (same formula, charge and spin) (kJ/mol): 26.2
LUMO level (eV): -2.91
E_HOMO (eV): -10.01

---

Entry 3:
Molecular formula: C19H44N6O7
Method: DFT, ωB97M-V/def2-TZVPD

ORCA input file:
```
! wB97M-V def2-TZVPD RIJCOSX def2/J DEFGRID3
* xyz 0 1
C 0.893 -1.105 -3.961
N 1.880 -1.411 -2.941
C 1.670 -1.656 -1.624
C 0.249 -1.619 -1.131
O 2.615 -1.893 -0.879
H 0.938 -1.859 -4.749
H 1.110 -0.128 -4.396
H -0.108 -1.088 -3.544
H 2.850 -1.450 -3.211
H 0.241 -1.828 -0.065
H -0.188 -0.631 -1.303
H -0.349 -2.378 -1.641
C -4.195 0.269 1.137
N -3.203 0.335 0.069
C -2.105 1.136 -0.029
C -1.829 2.105 1.089
O -1.374 1.051 -1.008
H -4.204 -0.747 1.540
H -5.179 0.488 0.720
H -3.994 0.974 1.945
H -3.313 -0.283 -0.721
H -0.920 2.656 0.859
H -2.648 2.806 1.194
H -1.686 1.568 2.025
C 6.572 1.845 -0.440
N 5.453 2.738 -0.683
C 4.123 2.445 -0.658
C 3.736 1.021 -0.342
O 3.296 3.314 -0.886
H 7.158 2.214 0.404
H 7.214 1.815 -1.323
H 6.232 0.840 -0.219
H 5.650 3.703 -0.899
H 2.654 0.933 -0.356
H 4.148 0.339 -1.084
H 4.094 0.742 0.650
C -5.312 2.962 6.298
N -5.136 2.924 4.856
C -3.989 2.755 4.157
C -2.712 2.581 4.941
O -4.006 2.746 2.930
H -5.993 2.166 6.602
H -5.744 3.922 6.585
H -4.368 2.833 6.813
H -5.951 3.034 4.273
H -1.884 2.460 4.250
H -2.522 3.460 5.558
H -2.771 1.696 5.575
C -5.497 2.973 -1.739
N -6.083 1.646 -1.687
C -7.198 1.188 -2.315
C -7.951 2.161 -3.192
O -7.563 0.033 -2.166
H -4.477 2.905 -2.122
H -5.462 3.395 -0.733
H -6.072 3.633 -2.379
H -5.631 0.948 -1.120
H -8.810 1.654 -3.621
H -8.304 3.010 -2.605
H -7.314 2.517 -4.002
C 4.245 -4.323 0.375
N 4.645 -5.397 -0.528
C 5.334 -4.948 -1.723
C 6.847 -5.027 -1.692
O 7.438 -4.179 -0.696
C 7.537 -4.723 0.512
O 7.872 -4.095 1.418
H 3.762 -3.562 -0.218
H 5.074 -3.829 0.892
H 3.552 -4.658 1.133
H 5.134 -6.143 -0.056
H 5.021 -5.574 -2.556
H 5.037 -3.933 -1.935
H 7.223 -6.040 -1.631
H 7.204 -4.639 -2.636
H 7.342 -5.790 0.646
*
```

## Properties
Maximum force (eV/Å): 4.707
Kohn-Sham gap (Ha): 0.3273
SMILES string: CNC(C)=O.CNC(C)=O.CNC(C)=O.CNC(C)=O.CNC(C)=O.CNCCOC=O
LUMO level (eV): 0.47
E_HOMO (eV): -8.44

---

Entry 4:
Molecular formula: C19H44N7O7
Method: DFT, ωB97M-V/def2-TZVPD

ORCA input file:
```
! wB97M-V def2-TZVPD RIJCOSX def2/J DEFGRID3
* xyz -1 1
C -0.928 -0.341 -2.351
N -1.604 0.823 -2.998
C -2.400 1.620 -2.011
N -3.674 0.984 -1.571
C -4.749 1.062 -2.605
C -5.825 -0.103 -2.230
O -6.475 -0.756 -3.141
O -6.065 -0.482 -0.903
H -0.134 -0.830 -3.011
H -0.433 -0.077 -1.344
H -1.738 -1.122 -2.123
H -2.185 0.465 -3.769
H -1.714 1.734 -1.073
H -2.535 2.700 -2.404
H -3.501 -0.016 -1.395
H -4.375 0.979 -3.686
H -5.316 2.050 -2.487
C 1.627 -3.124 -4.519
O 2.064 -1.990 -4.491
N 0.796 -3.625 -5.478
C 0.316 -4.991 -5.441
C 0.381 -2.764 -6.568
H 1.880 -3.860 -3.738
H 0.641 -5.507 -6.348
H -0.776 -4.983 -5.395
H 0.707 -5.519 -4.569
H 1.266 -2.417 -7.108
H -0.143 -1.897 -6.160
H -0.278 -3.302 -7.251
C -0.362 3.698 0.307
O -0.294 3.008 -0.693
N 0.338 3.488 1.459
C 0.203 4.356 2.609
C 1.247 2.359 1.535
H -1.021 4.580 0.357
H 1.177 4.793 2.843
H -0.148 3.767 3.461
H -0.511 5.158 2.411
H 2.004 2.456 0.753
H 0.685 1.436 1.368
H 1.731 2.322 2.512
C -6.834 -3.631 -6.110
O -6.598 -4.632 -6.769
N -8.009 -2.943 -6.118
C -8.212 -1.758 -5.304
C -9.089 -3.408 -6.964
H -6.083 -3.193 -5.434
H -9.048 -1.934 -4.622
H -8.442 -0.913 -5.958
H -7.317 -1.526 -4.720
H -9.356 -4.428 -6.677
H -8.754 -3.413 -8.004
H -9.960 -2.758 -6.863
C 3.264 0.729 4.052
O 3.231 1.915 3.775
N 3.473 0.217 5.298
C 3.499 -1.209 5.547
C 3.675 1.128 6.409
H 3.123 -0.049 3.284
H 2.714 -1.460 6.264
H 4.474 -1.481 5.961
H 3.334 -1.770 4.625
H 2.799 1.772 6.507
H 4.548 1.751 6.205
H 3.829 0.574 7.335
C 7.124 1.276 8.798
O 5.914 1.362 8.894
N 7.916 2.094 8.046
C 9.353 1.926 7.984
C 7.301 3.166 7.286
H 7.692 0.498 9.333
H 9.834 2.840 8.343
H 9.645 1.741 6.947
H 9.675 1.086 8.602
H 6.769 3.831 7.970
H 6.581 2.739 6.583
H 8.057 3.730 6.739
*
```

## Properties
Maximum force (eV/Å): 6.354
Kohn-Sham gap (Ha): 0.1953
LUMO level (eV): 1.45
E_HOMO (eV): -3.86

---

Entry 5:
Molecular formula: C19H45N2O6
Method: DFT, ωB97M-V/def2-TZVPD

ORCA input file:
```
! wB97M-V def2-TZVPD RIJCOSX def2/J DEFGRID3
* xyz -1 1
N -1.515 -4.479 4.217
C -2.155 -3.912 5.401
C -1.660 -2.517 5.732
O -0.222 -2.576 5.934
C -1.934 -1.493 4.599
N -3.172 -1.772 3.935
C -4.124 -0.721 4.089
C -4.888 -0.723 5.432
C -5.457 -2.081 5.828
C -6.234 -2.766 4.781
O -6.597 -2.321 3.762
O -6.568 -4.037 5.140
H -1.571 -3.808 3.461
H -0.540 -4.638 4.431
H -3.215 -3.947 5.240
H -1.932 -4.539 6.267
H -2.115 -2.117 6.642
H -0.038 -3.399 6.403
H -1.073 -1.510 3.921
H -1.912 -0.503 5.087
H -4.847 -0.702 3.280
H -3.604 0.259 4.054
H -4.173 -0.463 6.203
H -5.692 0.012 5.478
H -6.148 -1.924 6.655
H -4.692 -2.713 6.229
H -6.701 -4.533 4.323
C 2.550 1.807 1.214
C 2.042 0.755 2.187
O 0.870 0.099 1.756
C 0.951 -0.611 0.540
C 1.985 -1.725 0.543
H 1.777 2.553 1.024
H 3.430 2.308 1.621
H 2.830 1.374 0.252
H 1.780 1.234 3.131
H 2.829 0.027 2.416
H 1.127 0.078 -0.297
H -0.039 -1.041 0.388
H 2.998 -1.346 0.686
H 1.961 -2.263 -0.407
H 1.778 -2.430 1.349
C 0.692 5.181 -1.384
C 1.721 4.644 -2.365
O 1.858 3.237 -2.341
C 0.694 2.488 -2.653
C 0.141 2.762 -4.040
H 0.937 4.871 -0.368
H 0.669 6.271 -1.423
H -0.313 4.820 -1.607
H 2.704 5.039 -2.105
H 1.504 4.990 -3.383
H -0.074 2.645 -1.888
H 0.987 1.440 -2.585
H -0.177 3.799 -4.159
H -0.722 2.125 -4.235
H 0.899 2.560 -4.800
C 4.108 2.172 -7.462
C 3.600 1.126 -6.483
O 2.428 0.459 -6.914
C 2.525 -0.262 -8.128
C 3.567 -1.367 -8.109
H 3.334 2.915 -7.660
H 4.983 2.677 -7.052
H 4.396 1.732 -8.419
H 3.334 1.616 -5.546
H 4.387 0.402 -6.245
H 2.701 0.423 -8.965
H 1.539 -0.700 -8.287
H 4.575 -0.979 -7.960
H 3.555 -1.910 -9.056
H 3.360 -2.071 -7.302
*
```

## Properties
Maximum force (eV/Å): 3.048
Kohn-Sham gap (Ha): 0.1337
Energy relative to the best compared isomer or geometry (same formula, charge and spin) (kJ/mol): 0.0
LUMO level (eV): 2.06
E_HOMO (eV): -1.58

---

Entry 6:
Molecular formula: C19H46As3N2NiO
Method: DFT, ωB97M-V/def2-TZVPD

ORCA input file:
```
! wB97M-V def2-TZVPD RIJCOSX def2/J DEFGRID3
* xyz 3 3
Ni 0.039 -0.148 0.154
C -0.904 0.709 3.788
As 0.391 -0.011 2.513
C 0.832 -1.673 3.443
C 1.884 1.192 3.025
C 3.245 1.086 2.316
C 3.862 -0.302 2.511
C 3.155 1.435 0.818
As 2.316 0.156 -0.445
C 2.495 1.224 -2.066
C 3.751 -1.127 -0.778
C 4.224 2.169 2.855
As 4.521 2.470 4.802
C 4.599 0.864 5.898
C 3.089 3.561 5.537
H -0.564 0.523 4.807
H -1.870 0.225 3.659
H -1.030 1.781 3.646
H 1.357 -1.461 4.373
H 1.444 -2.327 2.825
H -0.096 -2.191 3.683
H 2.021 1.014 4.096
H 1.493 2.207 2.906
H 3.208 -1.064 2.089
H 4.003 -0.527 3.568
H 4.831 -0.370 2.016
H 4.162 1.595 0.421
H 2.604 2.371 0.685
H 3.514 1.596 -2.165
H 1.802 2.063 -2.055
H 2.270 0.596 -2.928
H 4.700 -0.592 -0.793
H 3.598 -1.578 -1.758
H 3.792 -1.917 -0.033
H 3.936 3.163 2.505
H 5.221 1.970 2.457
H 5.338 0.164 5.517
H 3.611 0.404 5.940
H 4.889 1.165 6.905
H 2.872 4.396 4.874
H 3.408 3.953 6.502
H 2.202 2.945 5.683
N -2.177 -4.373 -1.753
C -2.795 -3.576 -0.642
C -1.726 -2.726 0.045
N -1.024 -1.836 -0.893
C -0.413 -2.640 -1.963
C -1.437 -3.489 -2.715
H -2.901 -4.895 -2.251
H -1.536 -5.068 -1.363
H -3.267 -4.253 0.068
H -3.567 -2.945 -1.083
H -0.979 -3.370 0.516
H -2.193 -2.140 0.834
H -1.707 -1.213 -1.321
H 0.352 -3.277 -1.512
H 0.087 -1.987 -2.677
H -0.952 -4.107 -3.469
H -2.175 -2.859 -3.212
C -3.513 2.487 -0.068
C -2.499 3.009 0.963
C -1.175 2.633 0.320
O -1.420 1.334 -0.255
C -2.757 1.367 -0.803
H -3.792 3.273 -0.766
H -4.418 2.116 0.407
H -2.613 2.488 1.913
H -2.591 4.079 1.132
H -0.338 2.540 1.011
H -0.914 3.340 -0.474
H -3.208 0.385 -0.645
H -2.704 1.564 -1.875
*
```

## Properties
Maximum force (eV/Å): 1.167
Kohn-Sham gap (alpha / beta) (Ha): 0.3191 / 0.1931
Energy relative to the best compared isomer or geometry (same formula, charge and spin) (kJ/mol): 5.7
LUMO level (alpha / beta) (eV): -6.98 / -10.41
E_HOMO (alpha / beta) (eV): -15.66 / -15.66

---

- The highest maximum force belongs to which entry?
  C19H44N7O7

---

- The lowest maximum force belongs to which entry?
  C19H44N3Si4TeTi

---

- Look up the maximum force of the first one.
  3.634 eV/Å

---

- Which formula does entry 3 have?
  C19H44N6O7